[1]
C16H30F3HfNO4P2S | the ωB97M-V functional and the def2-TZVPD basis

Structure (ORCA input):
```
! RIJCOSX wB97M-V def2-TZVPD def2/J DEFGRID3
* xyz 0 1
Hf 0.002 -0.079 0.610
P 2.590 -0.530 -0.208
P -2.777 0.168 0.197
N -0.077 0.654 -1.074
H 1.272 -0.786 1.286
C 3.131 -1.904 -1.280
H 4.219 -2.043 -1.228
H 2.842 -1.696 -2.320
H 2.632 -2.837 -0.965
C 3.900 -0.481 1.055
H 4.889 -0.367 0.577
H 3.872 -1.413 1.635
H 3.731 0.359 1.745
C 3.117 0.898 -1.248
H 4.211 0.953 -1.345
H 2.745 1.828 -0.789
H 2.664 0.818 -2.246
C -3.593 -1.159 -0.728
H -4.705 -1.054 -0.685
H -3.297 -2.138 -0.321
H -3.257 -1.109 -1.774
C -3.763 0.175 1.760
H -4.807 0.339 1.493
H -3.382 0.973 2.388
H -3.628 -0.781 2.260
C -3.410 1.667 -0.648
H -4.489 1.765 -0.467
H -3.199 1.583 -1.719
H -2.872 2.535 -0.246
C -0.155 1.410 -2.152
C -0.162 1.596 -4.619
C -0.186 0.837 -3.467
C -0.214 2.842 -2.097
C -0.198 3.636 -3.232
C -0.162 3.017 -4.520
H -0.139 1.119 -5.617
H -0.215 -0.269 -3.528
H -0.254 3.317 -1.098
H -0.209 4.744 -3.166
H -0.138 3.632 -5.422
C -0.423 -2.636 1.148
O -1.070 -2.102 0.198
C 0.501 -3.896 0.820
H 0.943 -4.258 1.793
H 1.274 -3.596 0.153
H -0.208 -4.705 0.387
C -1.082 -2.819 2.563
H -2.154 -3.114 2.432
H -1.006 -1.859 3.131
H -0.546 -3.607 3.094
F 0.778 0.992 5.260
C 1.449 1.045 4.066
F 2.574 1.806 4.236
F 1.861 -0.236 3.764
S 0.336 1.628 2.779
O -0.662 0.560 2.675
O -0.210 2.951 3.217
O 1.117 1.622 1.490
*
```

Calculated values
HOMO level (spin up / spin down)	-5.891 / -5.893	eV
strongest force on any atom	5.83	eV/A



[2]
C16H30N3O4 | the ωB97M-V functional and the def2-TZVPD basis

Structure (ORCA input):
```
! RIJCOSX wB97M-V def2-TZVPD def2/J DEFGRID3
* xyz 1 1
C 6.045 2.497 1.005
C 5.436 2.211 -0.352
N 5.066 0.786 -0.510
N 4.009 0.450 0.344
C 4.174 -0.189 1.435
C 2.893 -0.280 2.197
C 2.162 0.954 1.619
C 0.691 1.151 1.923
C 0.301 2.618 1.814
N 0.348 3.069 0.414
C 2.568 0.800 0.155
H 5.316 2.401 1.813
H 6.414 3.522 1.032
H 6.874 1.820 1.212
H 4.581 2.872 -0.538
H 6.164 2.403 -1.141
H 4.728 0.624 -1.456
H 5.154 -0.551 1.715
H 3.069 -0.225 3.270
H 2.388 -1.217 1.931
H 2.740 1.819 1.974
H 0.068 0.573 1.234
H 0.484 0.813 2.940
H -0.678 2.784 2.269
H 1.029 3.199 2.391
H 0.186 2.274 -0.198
H -0.407 3.714 0.212
H 2.415 1.642 -0.515
H 2.115 -0.115 -0.244
O -2.331 -0.270 1.007
C -2.097 -1.445 0.995
O -0.818 -1.905 1.086
C -0.796 -3.341 0.919
C -2.202 -3.804 1.282
C -3.043 -2.608 0.845
H -0.547 -3.557 -0.122
H -0.020 -3.742 1.566
H -2.471 -4.737 0.793
H -2.278 -3.948 2.360
H -3.325 -2.663 -0.209
H -3.938 -2.450 1.441
O -4.038 -2.714 -2.186
C -4.515 -1.790 -2.787
O -4.392 -1.666 -4.121
C -4.980 -0.427 -4.568
C -5.971 -0.040 -3.476
C -5.301 -0.619 -2.231
H -4.178 0.306 -4.679
H -5.433 -0.605 -5.539
H -6.153 1.031 -3.431
H -6.924 -0.540 -3.649
H -4.591 0.074 -1.773
H -5.992 -0.960 -1.465
*
```

Calculated values
HOMO level	-12.088	eV
strongest force on any atom	0.47	eV/A



[3]
C16H30N3OPPdSi | the ωB97M-V functional and the def2-TZVPD basis

Structure (ORCA input):
```
! RIJCOSX wB97M-V def2-TZVPD def2/J DEFGRID3
* xyz 0 5
Pd 0.098 0.123 0.400
Si -1.434 2.217 -0.751
P -1.426 -1.552 0.111
N -0.405 1.006 -1.443
H -0.316 1.596 0.628
C -0.840 -3.282 0.214
H -1.683 -3.963 0.017
H -0.435 -3.497 1.213
H -0.066 -3.457 -0.546
C -2.789 -1.542 1.323
H -3.497 -2.326 1.022
H -3.304 -0.571 1.340
H -2.389 -1.779 2.316
C -2.313 -1.542 -1.493
H -3.009 -2.388 -1.490
H -1.612 -1.666 -2.324
H -2.875 -0.614 -1.638
C -1.997 2.805 0.969
H -1.177 3.283 1.507
H -2.379 1.960 1.545
H -2.789 3.539 0.801
H -0.968 3.463 -1.385
H -2.796 1.836 -1.227
C 0.092 0.589 -2.633
C 1.251 -1.121 -3.945
C 0.912 -0.576 -2.706
C -0.236 1.268 -3.847
C 0.111 0.705 -5.070
C 0.843 -0.490 -5.127
H 1.835 -2.043 -3.975
H 1.237 -1.058 -1.779
H -0.762 2.226 -3.782
H -0.183 1.198 -6.006
H 1.091 -0.934 -6.092
C 0.531 -1.924 4.087
O 0.129 -3.094 4.069
C 1.961 -1.538 3.765
H 2.479 -1.275 4.698
H 1.982 -0.649 3.113
H 2.488 -2.380 3.308
C -0.420 -0.774 4.380
H -1.071 -1.052 5.207
H -1.069 -0.612 3.507
H 0.098 0.156 4.620
N 2.835 1.418 -0.586
C 3.698 2.439 -0.352
C 3.399 2.927 0.913
C 2.327 2.155 1.390
N 1.973 1.246 0.461
H 2.784 0.841 -1.423
H 4.440 2.734 -1.071
H 3.862 3.736 1.434
H 1.784 2.234 2.331
*
```

Calculated values
expectation value of S²	6.029
HOMO level (spin up / spin down)	-3.181 / -7.786	eV
strongest force on any atom	2.64	eV/A



[4]
C16H31 | the ωB97M-V functional and the def2-TZVPD basis

Structure (ORCA input):
```
! RIJCOSX wB97M-V def2-TZVPD def2/J DEFGRID3
* xyz 0 2
C -8.006 -1.290 -0.150
C -6.676 -0.653 0.220
C -6.420 0.640 -0.559
C -5.095 1.331 -0.195
C -3.863 0.483 -0.505
C -2.578 1.203 -0.156
C -1.385 0.333 -0.432
C -0.113 1.040 -0.036
C 1.064 0.146 -0.291
C 2.369 0.781 0.104
C 3.360 -0.323 -0.318
C 4.766 0.069 -0.295
C 5.757 -0.727 -0.764
C 8.653 0.069 1.706
C 7.892 -1.171 1.195
C 6.566 -1.564 0.277
H -8.147 -2.205 0.424
H -8.839 -0.616 0.068
H -8.036 -1.545 -1.213
H -6.653 -0.426 1.294
H -5.857 -1.359 0.028
H -6.416 0.417 -1.637
H -7.238 1.351 -0.367
H -5.026 2.276 -0.756
H -5.091 1.588 0.876
H -3.922 -0.466 0.047
H -3.865 0.222 -1.575
H -2.511 2.129 -0.738
H -2.600 1.493 0.900
H -1.475 -0.609 0.118
H -1.354 0.073 -1.495
H -0.003 1.970 -0.609
H -0.142 1.308 1.028
H 0.939 -0.806 0.256
H 1.085 -0.129 -1.362
H 2.544 1.709 -0.452
H 2.404 0.995 1.180
H 3.241 -1.188 0.350
H 3.184 -0.638 -1.360
H 5.128 0.932 0.284
H 6.439 -0.237 -1.504
H 9.001 0.656 0.863
H 7.947 0.788 2.127
H 8.610 -1.833 0.673
H 7.574 -1.778 2.062
H 5.838 -1.996 0.990
H 6.950 -2.442 -0.299
*
```

Calculated values
expectation value of S²	0.758
HOMO level (spin up / spin down)	-6.755 / -6.748	eV
strongest force on any atom	5.95	eV/A



no.,E (Ha)
1,-2411.8252
2,-1092.6477
3,-1625.6547
4,-627.9217